C17H25Cl24N2O3 | ωB97M-V with the def2-TZVPD basis set

Bonds (Å) are listed after each position.
Atoms and positions in Å:
1 C -3.00 -1.81 -4.53  C2 1.665, H15 1.185, H16 1.178, H17 1.192
2 C -2.06 -0.87 -3.51  C1 1.665, O3 1.361, O4 1.472
3 O -2.74 -0.22 -2.53  C2 1.361
4 O -0.60 -0.76 -3.59  C2 1.472, C5 1.500
5 C 0.06 -1.76 -2.69  O4 1.500, N6 1.511, H18 1.190, H19 1.170
6 N 0.00 -1.31 -1.25  C5 1.511, C7 1.511, N12 1.414, H20 1.043
7 C -0.52 -2.33 -0.26  N6 1.511, C8 1.638, H21 1.194, H22 1.194
8 C -1.99 -2.96 -0.61  C7 1.638, C9 1.637, H23 1.194, H24 1.171
9 C -3.26 -2.23 0.13  C8 1.637, C10 1.638, C11 1.670, H25 1.189
10 C -2.97 -0.73 0.71  C9 1.638, H26 1.170, H27 1.193, H28 1.194
11 C -3.93 -3.16 1.34  C9 1.670, H29 1.172, H30 1.192, H31 1.189
12 N 1.34 -1.04 -0.87  N6 1.414, C13 1.400
13 C 1.33 0.02 0.04  N12 1.400, O14 1.350
14 O 1.57 0.73 1.16  C13 1.350
15 H -3.42 -2.77 -3.99  C1 1.185
16 H -2.39 -2.15 -5.47  C1 1.178
17 H -3.91 -1.15 -4.93  C1 1.192
18 H 1.20 -1.80 -3.04  C5 1.190
19 H -0.40 -2.82 -2.90  C5 1.170
20 H -0.48 -0.38 -1.23  N6 1.043
21 H -0.47 -1.96 0.87  C7 1.194
22 H 0.25 -3.24 -0.30  C7 1.194
23 H -1.97 -4.08 -0.22  C8 1.194
24 H -2.24 -3.03 -1.75  C8 1.171
25 H -4.12 -2.13 -0.68  C9 1.189
26 H -2.17 -0.11 0.12  C10 1.170
27 H -2.78 -0.76 1.88  C10 1.193
28 H -3.99 -0.13 0.59  C10 1.194
29 H -3.17 -3.89 1.84  C11 1.172
30 H -4.37 -2.36 2.12  C11 1.192
31 H -4.82 -3.79 0.87  C11 1.189
32 C 4.62 -0.12 -2.65  Cl33 1.772, Cl34 1.772, Cl35 1.772, H36 1.093
33 Cl 4.81 -1.20 -4.04  C32 1.772
34 Cl 5.50 -0.76 -1.25  C32 1.772
35 Cl 5.19 1.51 -3.04  C32 1.772
36 H 3.56 -0.07 -2.39  C32 1.093
37 C 4.70 1.72 2.72  Cl38 1.772, Cl39 1.772, Cl40 1.772, H41 1.093
38 Cl 5.25 0.63 1.44  C37 1.772
39 Cl 5.19 1.11 4.31  C37 1.772
40 Cl 5.34 3.35 2.46  C37 1.772
41 H 3.61 1.77 2.69  C37 1.093
42 C 1.52 0.10 5.56  Cl43 1.772, Cl44 1.772, Cl45 1.772, H46 1.093
43 Cl 1.65 0.71 3.90  C42 1.772
44 Cl -0.18 -0.17 5.98  C42 1.772
45 Cl 2.45 -1.39 5.75  C42 1.772
46 H 1.93 0.85 6.24  C42 1.093
47 C -5.72 1.33 -2.31  Cl48 1.772, Cl49 1.772, Cl50 1.772, H51 1.093
48 Cl -6.19 -0.30 -2.84  C47 1.772
49 Cl -6.27 2.54 -3.48  C47 1.772
50 Cl -6.38 1.68 -0.70  C47 1.772
51 H -4.63 1.37 -2.26  C47 1.093
52 C -8.16 -1.14 1.66  Cl53 1.772, Cl54 1.772, Cl55 1.772, H56 1.093
53 Cl -7.30 -2.04 2.92  C52 1.772
54 Cl -7.39 -1.38 0.08  C52 1.772
55 Cl -9.86 -1.63 1.60  C52 1.772
56 H -8.12 -0.08 1.91  C52 1.093
57 C 4.15 6.81 2.24  Cl58 1.772, Cl59 1.772, Cl60 1.772, H61 1.093
58 Cl 3.75 6.92 3.96  C57 1.772
59 Cl 2.70 7.03 1.25  C57 1.772
60 Cl 5.39 7.99 1.80  C57 1.772
61 H 4.55 5.81 2.04  C57 1.093
62 C 2.62 -4.08 -6.62  Cl63 1.772, Cl64 1.772, Cl65 1.772, H66 1.093
63 Cl 4.35 -3.78 -6.86  C62 1.772
64 Cl 2.36 -5.69 -5.93  C62 1.772
65 Cl 1.92 -2.83 -5.57  C62 1.772
66 H 2.13 -4.03 -7.59  C62 1.093
67 C 7.51 6.49 5.95  Cl68 1.772, Cl69 1.772, Cl70 1.772, H71 1.093
68 Cl 7.05 4.86 5.43  C67 1.772
69 Cl 6.97 7.70 4.78  C67 1.772
70 Cl 6.86 6.84 7.56  C67 1.772
71 H 8.61 6.53 6.00  C67 1.093

Values from the calculation:
- net charge = +1
- electronic energy (Ha) = -12041.97931
- frontier orbital gap (eV) = 6.47
- E_LUMO (hartree) = -0.209

Electronic structure analysis, Löwdin charges in units of e:
1 C -0.004
2 C -0.235
3 O -0.041
4 O -0.063
5 C -0.088
6 N -0.152
7 C -0.103
8 C -0.134
9 C -0.369
10 C -0.107
11 C -0.099
12 N 0.122
13 C 0.085
14 O 0.004
15 H 0.109
16 H 0.100
17 H 0.107
18 H 0.144
19 H 0.171
20 H 0.168
21 H 0.173
22 H 0.171
23 H 0.139
24 H 0.096
25 H 0.121
26 H 0.055
27 H 0.103
28 H 0.090
29 H 0.084
30 H 0.066
31 H 0.095
32 C -1.541
33 Cl 0.513
34 Cl 0.496
35 Cl 0.545
36 H -0.019
37 C -1.534
38 Cl 0.495
39 Cl 0.532
40 Cl 0.562
41 H -0.063
42 C -1.509
43 Cl 0.575
44 Cl 0.531
45 Cl 0.530
46 H 0.027
47 C -1.527
48 Cl 0.506
49 Cl 0.544
50 Cl 0.512
51 H -0.007
52 C -1.523
53 Cl 0.525
54 Cl 0.470
55 Cl 0.538
56 H 0.018
57 C -1.545
58 Cl 0.503
59 Cl 0.515
60 Cl 0.510
61 H -0.059
62 C -1.521
63 Cl 0.535
64 Cl 0.529
65 Cl 0.500
66 H 0.024
67 C -1.524
68 Cl 0.496
69 Cl 0.492
70 Cl 0.522
71 H 0.020